# C30H25BF8O2S

A cluster of 2 separate species, C30H25BF8O2S in total at a distorted geometry (ωB97M-V/def2-TZVPD, the OMol25 dataset).

Cartesian coordinates (Å):
C  -7.261  1.616  -0.171
C  -5.967  0.986  0.164
C  -5.609  -0.343  -0.027
C  -4.377  -0.673  0.612
C  -3.724  0.448  1.107
B  -3.568  0.143  3.499
C  -2.662  0.444  2.211
C  -1.969  1.755  2.180
C  -1.042  1.997  1.217
C  -0.523  3.410  1.035
F  0.822  3.447  0.725
F  -1.165  4.044  0.001
F  -0.676  4.194  2.149
C  -0.582  0.963  0.370
C  -0.919  -0.362  0.708
C  -0.435  -1.569  -0.055
F  -0.755  -2.751  0.577
F  -1.013  -1.631  -1.291
F  0.918  -1.596  -0.233
C  -1.782  -0.628  1.729
O  -4.346  1.166  3.988
C  -5.303  0.550  4.888
C  -5.066  -0.959  4.766
O  -3.947  -1.122  3.854
S  -4.784  1.858  1.073
H  -7.675  1.201  -1.092
H  -7.953  1.418  0.657
H  -7.126  2.694  -0.258
H  -6.221  -1.060  -0.583
H  -3.975  -1.689  0.659
H  -2.196  2.481  2.950
H  0.091  1.187  -0.453
H  -1.962  -1.644  2.048
H  -5.074  0.916  5.898
H  -6.326  0.834  4.605
H  -4.783  -1.401  5.732
H  -5.957  -1.479  4.380
C  5.692  2.434  2.319
C  4.500  1.591  2.563
C  4.538  0.523  3.461
F  5.718  0.309  4.130
C  3.488  -0.346  3.669
C  2.263  -0.161  2.958
C  1.204  -1.130  2.990
C  1.522  -2.507  3.148
C  2.812  -2.983  2.751
C  3.247  -4.216  3.179
F  4.554  -4.565  2.951
C  2.441  -5.118  3.868
C  3.008  -6.426  4.268
C  1.118  -4.717  4.119
C  0.647  -3.466  3.741
C  2.180  1.019  2.170
C  3.275  1.821  1.924
H  5.417  3.234  1.629
H  6.047  2.899  3.243
H  6.521  1.865  1.885
H  3.603  -1.196  4.337
H  0.166  -0.804  2.998
H  3.485  -2.343  2.181
H  2.215  -7.076  4.639
H  3.511  -6.927  3.433
H  3.748  -6.310  5.070
H  0.445  -5.419  4.615
H  -0.396  -3.175  3.909
H  1.210  1.260  1.733
H  3.190  2.662  1.235

Forces on atoms 1 to 6 (eV/Å):
C -0.24 0.20 0.08
C 0.65 -1.40 0.15
C -0.20 0.90 0.35
C 0.50 0.89 -0.56
C -2.30 -0.34 1.05
B -0.30 0.47 -1.70

Properties
Gap between HOMO and LUMO, eV: 3.325
E_LUMO, eV: -2.560
Multiplicity: 1
E_HOMO, eV: -5.8852
Charge: 0
E_tot, a.u.: -2530.5993